Here is a single C4H6 molecule from OMol25. Energies are from wB97M-V/def2-TZVPD.

ORCA input file:
```
! wB97M-V def2-TZVPD RIJCOSX def2/J DEFGRID3
* xyz 0 1
C 1.841 0.108 0.004
C 0.609 -0.397 -0.011
C -0.610 0.409 -0.009
C -1.837 -0.118 0.007
H 2.718 -0.537 0.015
H 1.997 1.189 0.025
H 0.475 -1.483 -0.003
H -0.485 1.491 -0.007
H -2.004 -1.191 0.017
H -2.717 0.521 0.006
*
```

**E_HOMO**: -8.953 eV
**Energy above the lowest of the compared OMol25 structures with the same formula, charge and spin**: 0.004 eV
**SMILES string**: C=CC=C
**Gap between HOMO and LUMO**: 0.37127 hartree

***

Here is a molecular structure, C50H30I4N7Tl in a non-equilibrium geometry from OMol25. Energies are from wB97M-V/def2-TZVPD.

ORCA input file:
```
! wB97M-V def2-TZVPD RIJCOSX def2/J DEFGRID3
* xyz -2 1
Tl 0.355 -1.446 0.093
I 2.459 -3.297 9.474
C 1.948 -2.543 7.500
C 1.144 -3.307 6.659
C 0.754 -2.792 5.451
C 1.113 -1.509 5.036
C 1.979 -0.794 5.852
C 2.382 -1.297 7.092
C 0.674 -0.940 3.709
C 1.633 -0.428 2.864
C 3.047 -0.663 2.978
C 3.665 0.028 1.972
C 2.631 0.685 1.194
C 2.925 1.485 0.063
C 4.331 1.920 -0.126
C 5.058 2.388 0.984
C 6.378 2.820 0.875
C 7.003 2.834 -0.370
I 9.036 3.609 -0.537
C 6.313 2.294 -1.452
C 5.021 1.806 -1.339
C 1.945 1.617 -0.980
N 0.614 1.141 -0.926
C 0.036 1.476 -2.135
C -1.296 1.299 -2.610
C -1.773 1.943 -3.865
C -1.418 3.257 -4.229
C -1.871 3.792 -5.429
C -2.549 3.003 -6.349
I -2.956 3.734 -8.311
C -2.894 1.693 -6.010
C -2.517 1.198 -4.762
C -2.370 0.757 -1.819
C -3.543 1.463 -1.615
C -4.166 0.935 -0.472
C -3.494 -0.158 0.016
N -2.380 -0.393 -0.926
C -3.715 -0.802 1.311
C -2.638 -1.012 2.222
C -2.913 -1.506 3.563
C -1.724 -1.522 4.234
C -0.699 -1.051 3.346
N -1.298 -0.744 2.097
C -5.097 -1.103 1.735
C -6.110 -0.145 1.863
C -7.392 -0.557 2.210
C -7.670 -1.880 2.482
I -9.615 -2.537 3.132
C -6.646 -2.834 2.442
C -5.360 -2.422 2.122
C 1.043 2.073 -2.988
C 2.158 2.269 -2.221
N 1.378 0.373 1.753
H 0.830 -4.312 6.975
H 0.095 -3.361 4.789
H 2.309 0.178 5.532
H 2.940 -0.693 7.823
H 3.547 -1.340 3.664
H 4.709 -0.004 1.710
H 4.570 2.352 1.968
H 6.951 3.165 1.741
H 6.770 2.331 -2.430
H 4.511 1.416 -2.219
H -0.850 3.932 -3.538
H -1.701 4.812 -5.724
H -3.508 1.076 -6.685
H -2.784 0.179 -4.480
H -3.870 2.290 -2.207
H -5.117 1.267 -0.094
H -3.862 -1.839 3.966
H -1.558 -1.842 5.258
H -5.891 0.903 1.666
H -8.208 0.167 2.238
H -6.919 -3.868 2.618
H -4.545 -3.173 2.056
H 0.883 2.407 -3.981
H 3.074 2.749 -2.517
N -2.150 -2.692 -1.840
C -2.285 -1.606 -1.473
N 3.805 -2.149 -2.468
C 2.801 -1.792 -3.306
C 3.111 -0.895 -4.384
C 2.086 -0.554 -5.232
C 0.832 -1.105 -5.058
C 0.630 -1.948 -3.980
N 1.579 -2.288 -3.109
H 4.656 -1.615 -2.417
H 3.598 -2.751 -1.667
H 4.137 -0.553 -4.540
H 2.282 0.214 -5.995
H -0.011 -0.912 -5.724
H -0.368 -2.355 -3.790
*
```

**E_HOMO (alpha / beta)**: -0.444 / -0.502 eV
**Gap between HOMO and LUMO (alpha / beta)**: 0.12777 / 0.12982 hartree

***

Here is a gas-phase ion, C8H14NS2 (charge +1) in a non-equilibrium geometry from OMol25. Energies are from wB97M-V/def2-TZVPD.

ORCA input file:
```
! wB97M-V def2-TZVPD RIJCOSX def2/J DEFGRID3
* xyz 1 1
C 1.513 1.389 2.625
C 0.473 -0.752 1.909
C -0.232 -1.307 0.746
C 0.953 0.643 1.684
C -0.244 -0.516 -0.368
C -0.314 -1.907 -2.445
C -0.977 0.436 -2.521
C -0.896 2.154 0.431
N -0.538 -0.700 -1.681
S 2.080 -1.743 1.835
S 0.629 1.179 -0.033
H 1.991 2.363 2.462
H 1.524 1.157 3.603
H -0.042 -1.013 2.738
H -0.752 -2.160 0.632
H -0.637 -2.737 -1.825
H 0.853 -1.873 -2.589
H -0.823 -1.902 -3.429
H -1.557 0.979 -1.933
H -1.580 -0.012 -3.438
H -0.287 1.093 -2.939
H -0.668 2.915 1.033
H -1.599 1.582 0.919
H -1.416 2.444 -0.540
H 2.546 -1.712 3.123
*
```

**E_HOMO**: -12.032 eV
**Energy above the lowest of the compared OMol25 structures with the same formula, charge and spin**: 2.827 eV
**Gap between HOMO and LUMO**: 0.31607 hartree

***

Here is 2 unconnected molecules or ions with the total composition C5H13N2O in a non-equilibrium geometry from OMol25. Energies are from wB97M-V/def2-TZVPD.

ORCA input file:
```
! wB97M-V def2-TZVPD RIJCOSX def2/J DEFGRID3
* xyz 1 1
C -0.492 2.322 0.636
C -0.269 1.126 -0.275
C -1.189 0.007 0.080
C -0.684 -0.987 0.955
C -0.630 -1.468 -0.801
N 0.504 -2.410 -0.632
O -1.767 -2.030 -1.021
N 2.081 0.430 0.443
H -0.415 1.997 1.679
H 0.334 3.048 0.568
H -1.325 2.985 0.386
H -0.359 1.399 -1.328
H -0.287 -0.918 -1.716
H -2.238 0.146 -0.179
H -1.328 -1.689 1.474
H 0.336 -0.897 1.307
H 1.409 -1.993 -0.794
H 0.349 -3.229 -1.215
H 0.912 0.840 -0.229
H 2.545 1.019 1.133
H 2.514 0.301 -0.471
*
```

**E_HOMO**: -12.540 eV
**Energy above the lowest of the compared OMol25 structures with the same formula, charge and spin**: 11.219 eV
**Gap between HOMO and LUMO**: 0.14916 hartree

***

Here is a gas-phase ion, C4H7IN (charge +1) in a non-equilibrium geometry from OMol25. Energies are from wB97M-V/def2-TZVPD.

ORCA input file:
```
! wB97M-V def2-TZVPD RIJCOSX def2/J DEFGRID3
* xyz 1 1
C -0.304 2.517 0.763
C 0.167 1.911 -0.538
C -0.532 -0.989 0.210
C 0.901 -0.269 0.194
N 1.072 1.040 -0.133
I 0.311 2.281 2.637
H -0.556 1.589 -1.290
H 0.602 2.786 -0.870
H -1.331 -0.225 0.367
H -0.720 -1.410 -0.800
H -0.561 -1.916 0.838
H 1.883 -0.739 0.114
H 1.004 -0.174 1.327
*
```

**E_HOMO (alpha / beta)**: -14.205 / -13.855 eV
**Energy above the lowest of the compared OMol25 structures with the same formula, charge and spin**: 7.230 eV
**Gap between HOMO and LUMO (alpha / beta)**: 0.27658 / 0.26786 hartree

***

Here is 2 unconnected molecules or ions with the total composition C2H8N2O in a non-equilibrium geometry from OMol25. Energies are from wB97M-V/def2-TZVPD.

ORCA input file:
```
! wB97M-V def2-TZVPD RIJCOSX def2/J DEFGRID3
* xyz 0 1
C 0.295 -0.535 -0.389
C 1.153 0.175 0.335
N 2.065 1.153 -0.167
N -0.591 -1.497 0.058
H 0.221 -0.382 -1.462
H 1.198 0.008 1.409
H 2.875 0.741 -0.625
H 1.617 1.807 -0.779
H -0.557 -1.813 1.021
H -1.265 -1.960 -0.516
H -2.096 1.483 0.241
H -2.172 0.012 0.424
O -2.740 0.808 0.451
*
```

**E_HOMO**: -8.316 eV
**Energy above the lowest of the compared OMol25 structures with the same formula, charge and spin**: 1.678 eV
**SMILES string**: N/C=C/N.O
**Gap between HOMO and LUMO**: 0.33978 hartree

***

Here is a single C20H21Cl2NO6 molecule from OMol25. Energies are from wB97M-V/def2-TZVPD.

ORCA input file:
```
! wB97M-V def2-TZVPD RIJCOSX def2/J DEFGRID3
* xyz 0 1
C -2.242 -4.149 -0.943
C -2.677 -3.767 0.465
H -2.024 -4.224 1.212
H -3.716 -4.065 0.641
O -2.555 -2.361 0.663
C -3.630 -1.601 0.399
O -4.699 -2.059 0.063
C -3.338 -0.173 0.530
C -4.211 0.846 0.135
N -3.581 2.010 0.328
C -2.303 1.804 0.802
C -2.131 0.434 0.970
C -0.983 -0.272 1.596
H -0.381 -0.777 0.842
H -0.347 0.416 2.144
H -1.353 -1.035 2.277
C -1.470 2.977 0.957
O -1.940 4.091 1.085
C 0.046 2.787 0.875
H 0.467 2.578 1.861
H 0.472 3.720 0.488
O 0.425 1.692 0.050
C -0.030 1.704 -1.198
O -0.664 2.600 -1.690
C 0.328 0.424 -1.960
C -0.967 -0.253 -2.413
H -1.580 0.464 -2.950
H -0.734 -1.093 -3.061
H -1.513 -0.618 -1.547
H 0.914 0.712 -2.846
O 1.029 -0.509 -1.172
C 2.300 -0.253 -0.776
C 3.064 0.850 -1.140
C 4.364 0.994 -0.685
C 4.915 0.033 0.144
C 4.176 -1.077 0.527
C 2.882 -1.211 0.067
Cl 1.945 -2.579 0.528
H 4.602 -1.827 1.174
Cl 6.533 0.211 0.715
H 4.944 1.855 -0.976
H 2.652 1.614 -1.779
H -3.933 2.933 0.121
C -5.587 0.771 -0.410
H -5.834 -0.263 -0.630
H -5.672 1.372 -1.314
H -6.301 1.152 0.320
H -1.225 -3.806 -1.124
H -2.279 -5.228 -1.058
H -2.905 -3.692 -1.674
*
```

**E_HOMO**: -8.637 eV
**SMILES string**: CCOC(=O)c1c(C)[nH]c(C(=O)COC(=O)[C@H](C)Oc2ccc(Cl)cc2Cl)c1C
**Gap between HOMO and LUMO**: 0.33547 hartree

***

Here is a molecular structure, C24H25BiCl3NO3 in a non-equilibrium geometry from OMol25. Energies are from wB97M-V/def2-TZVPD.

ORCA input file:
```
! wB97M-V def2-TZVPD RIJCOSX def2/J DEFGRID3
* xyz 0 1
C -0.575 -2.275 2.683
C -0.457 -0.879 2.828
C -1.225 -0.256 1.820
H 0.138 -0.357 3.576
C -1.820 -1.280 1.013
C -1.415 -2.547 1.570
H -2.443 -1.144 0.117
C 3.029 -2.078 0.856
C 2.746 -1.306 2.014
C 2.458 0.029 1.623
H 2.756 -1.662 3.032
C 2.569 0.099 0.198
C 2.912 -1.231 -0.302
H -1.287 0.814 1.621
H -1.752 -3.533 1.219
H -0.110 -3.039 3.311
H 2.995 -1.493 -1.367
H 2.115 0.853 2.241
H 3.340 -3.116 0.821
Bi 0.458 -1.678 0.034
C 2.188 1.261 -0.702
C 3.268 1.334 -1.782
C 2.119 2.555 0.114
H 4.240 1.384 -1.265
H 3.122 2.216 -2.423
H 3.238 0.429 -2.411
H 3.086 2.684 0.621
H 1.320 2.515 0.873
H 1.928 3.421 -0.540
C 0.777 1.048 -1.377
C 0.324 2.086 -2.428
H 0.004 1.072 -0.587
H 0.714 0.072 -1.912
O 1.066 2.854 -3.007
N -1.032 2.108 -2.666
C -2.080 1.341 -1.994
H -1.331 2.773 -3.378
C -2.585 2.019 -0.725
C -3.658 1.431 -0.046
H -4.083 0.506 -0.460
C -4.163 2.011 1.124
H -5.008 1.534 1.635
C -3.587 3.195 1.615
H -3.989 3.654 2.525
C -2.510 3.790 0.944
H -2.050 4.713 1.311
C -2.005 3.203 -0.235
H -1.177 3.675 -0.777
H -1.712 0.321 -1.750
H -2.918 1.205 -2.699
Cl -0.633 -6.351 -2.372
C 0.342 -5.797 -1.040
Cl -0.167 -6.505 0.531
Cl 2.101 -6.017 -1.315
C 0.139 -4.263 -0.883
O -0.597 -3.502 -1.531
O 0.880 -3.899 0.102
*
```

**E_HOMO**: -8.029 eV
**Gap between HOMO and LUMO**: 0.25065 hartree

***

Here is a molecular structure, C25H22AuN5O4 in a non-equilibrium geometry from OMol25. Energies are from wB97M-V/def2-TZVPD.

ORCA input file:
```
! wB97M-V def2-TZVPD RIJCOSX def2/J DEFGRID3
* xyz 2 1
Au 0.036 -0.138 -0.317
C -1.229 -0.023 2.514
N -0.236 0.709 1.652
C -0.694 2.093 1.337
C -1.656 2.074 0.178
C -2.663 2.993 -0.002
C -3.403 2.971 -1.180
C -3.118 2.029 -2.154
C -2.107 1.120 -1.925
N -1.405 1.148 -0.782
C 1.146 0.632 2.206
C 1.776 -0.686 1.849
C 2.663 -1.356 2.653
C 3.287 -2.503 2.170
C 3.003 -2.952 0.894
C 2.088 -2.258 0.125
N 1.496 -1.150 0.601
C -1.928 -1.239 1.913
C -2.855 -1.939 2.664
C -3.468 -3.035 2.080
C -3.133 -3.389 0.777
C -2.194 -2.637 0.101
N -1.610 -1.573 0.680
H -0.713 -0.337 3.421
H -1.992 0.693 2.819
H -1.123 2.574 2.216
H 0.176 2.678 1.035
H -2.861 3.728 0.768
H -4.195 3.692 -1.333
H -3.670 1.989 -3.083
H -1.837 0.359 -2.642
H 1.738 1.421 1.739
H 1.150 0.810 3.281
H 2.875 -0.980 3.645
H 3.992 -3.037 2.794
H 3.472 -3.837 0.488
H 1.797 -2.569 -0.866
H -3.090 -1.638 3.677
H -4.199 -3.607 2.636
H -3.593 -4.240 0.294
H -1.881 -2.868 -0.910
O 0.851 0.336 -2.406
C 0.669 -0.852 -2.818
O 0.178 -1.706 -2.014
C 1.018 -1.203 -4.209
C 1.543 -0.205 -5.029
C 1.874 -0.496 -6.340
C 1.668 -1.783 -6.788
C 1.154 -2.793 -6.000
C 0.823 -2.495 -4.689
N 2.019 -2.104 -8.197
O 2.452 -1.204 -8.880
O 1.793 -3.232 -8.579
H 1.695 0.790 -4.637
H 2.286 0.247 -7.009
H 1.021 -3.780 -6.417
H 0.415 -3.260 -4.042
*
```

**E_HOMO**: -14.395 eV
**Energy above the lowest of the compared OMol25 structures with the same formula, charge and spin**: 0.000 eV
**Gap between HOMO and LUMO**: 0.23638 hartree

***

Here is 2 unconnected molecules or ions with the total composition C2H8NO in a non-equilibrium geometry from OMol25. Energies are from wB97M-V/def2-TZVPD.

ORCA input file:
```
! wB97M-V def2-TZVPD RIJCOSX def2/J DEFGRID3
* xyz 1 1
N -0.910 1.009 1.157
H 0.010 0.921 1.571
H -1.585 1.044 1.922
H -1.076 0.164 0.577
H -0.909 1.835 0.560
C 1.208 -1.001 -0.028
C 0.615 -0.596 -1.145
O -0.731 -0.292 -1.199
H 2.277 -0.873 0.045
H 0.751 -1.667 0.694
H 1.241 -0.426 -2.016
H -0.890 -0.117 -2.138
*
```

**E_HOMO**: -13.510 eV
**Energy above the lowest of the compared OMol25 structures with the same formula, charge and spin**: 1.330 eV
**Gap between HOMO and LUMO**: 0.35493 hartree

***

Here is a molecular structure, C16H49N3O7 in a non-equilibrium geometry from OMol25. Energies are from wB97M-V/def2-TZVPD.

ORCA input file:
```
! wB97M-V def2-TZVPD RIJCOSX def2/J DEFGRID3
* xyz 0 1
C -0.871 -4.773 -1.040
C 0.234 -4.343 -1.976
O 0.361 -2.950 -2.063
H -1.830 -4.468 -1.458
H -0.829 -4.267 -0.075
H -0.925 -5.860 -0.974
H 0.126 -4.725 -2.991
H 1.219 -4.803 -2.057
H 0.574 -2.834 -2.991
C -1.990 -0.789 0.678
C -1.714 -0.925 -0.812
O -0.485 -1.605 -0.989
H -2.957 -0.364 0.948
H -1.200 -0.267 1.218
H -1.876 -1.768 1.145
H -1.574 0.063 -1.252
H -2.478 -1.447 -1.388
H -0.657 -2.319 -1.608
C -2.524 2.345 1.883
C -3.185 3.237 0.874
C -2.765 2.930 -0.667
O -3.217 1.600 -0.871
C -2.943 1.037 -2.163
N -4.637 3.341 1.030
H -2.745 1.287 1.747
H -2.833 2.657 2.881
H -1.446 2.350 1.727
H -2.787 4.240 1.023
H -1.676 2.959 -0.719
H -3.315 3.558 -1.367
H -1.890 1.174 -2.407
H -3.650 1.382 -2.918
H -3.073 -0.045 -2.171
H -5.067 2.561 0.554
H -4.967 4.235 0.696
C -0.190 1.478 -1.795
C 0.925 2.189 -0.960
C 0.416 3.516 -0.387
O 1.316 4.130 0.630
C 0.896 5.389 1.205
N 1.276 1.352 0.255
H -1.063 1.188 -1.210
H 0.125 0.654 -2.436
H -0.486 2.343 -2.388
H 1.880 2.265 -1.480
H -0.592 3.339 -0.013
H 0.199 4.247 -1.166
H -0.174 5.263 1.368
H 0.905 6.239 0.522
H 1.451 5.562 2.127
H 2.195 0.962 0.104
H 1.386 1.978 1.040
C 4.960 -3.462 1.528
C 3.562 -2.903 1.025
C 2.943 -1.698 1.899
O 1.749 -1.139 1.246
C 1.027 -0.247 2.079
N 3.732 -2.499 -0.327
H 5.815 -2.814 1.334
H 5.181 -4.512 1.334
H 4.997 -3.425 2.617
H 2.851 -3.724 1.118
H 3.625 -0.857 2.027
H 2.766 -1.951 2.945
H 0.958 -0.637 3.094
H -0.014 -0.132 1.775
H 1.420 0.766 1.990
H 4.662 -2.131 -0.471
H 3.565 -3.343 -0.856
O 1.349 -2.648 -0.173
H 1.001 -2.977 0.656
H 0.746 -2.981 -0.837
O 1.083 -0.585 -0.326
H 0.912 0.339 -0.506
H 0.240 -0.934 -0.037
*
```

**E_HOMO**: -5.223 eV
**Energy above the lowest of the compared OMol25 structures with the same formula, charge and spin**: 20.195 eV
**Gap between HOMO and LUMO**: 0.20184 hartree

***

Here is a molecular structure, C18H36N4O7PPd in a non-equilibrium geometry from OMol25. Energies are from wB97M-V/def2-TZVPD.

ORCA input file:
```
! wB97M-V def2-TZVPD RIJCOSX def2/J DEFGRID3
* xyz 1 1
Pd -0.003 -0.303 0.237
O 4.353 0.631 0.577
C 3.229 0.392 0.379
O 2.376 0.027 -0.390
C 1.804 0.565 2.615
O 2.123 1.428 3.329
O 1.006 -0.312 2.391
C -2.679 -2.293 -1.587
C -2.509 -0.795 -1.339
C -3.849 -0.071 -1.531
C -2.030 -0.487 0.042
H -3.064 -2.483 -2.592
H -3.393 -2.716 -0.866
H -1.733 -2.826 -1.487
H -1.810 -0.389 -2.075
H -4.579 -0.421 -0.789
H -4.240 -0.283 -2.528
H -3.739 1.013 -1.420
H -2.351 -1.196 0.798
H -2.253 0.527 0.339
C 1.460 5.611 1.120
C 1.858 4.165 1.020
O 0.976 3.500 0.034
P 0.161 2.175 0.140
O -0.276 2.029 -1.392
C 0.473 2.518 -2.566
C -0.014 3.881 -2.991
O -1.195 2.500 0.881
C -1.894 3.795 0.835
C -2.090 4.298 2.238
H 2.159 6.127 1.786
H 0.450 5.717 1.529
H 1.496 6.093 0.139
H 1.797 3.672 1.979
H 2.870 4.070 0.647
H 0.290 1.788 -3.345
H 1.538 2.532 -2.344
H -1.098 3.865 -3.147
H 0.470 4.164 -3.931
H 0.224 4.632 -2.235
H -2.845 3.616 0.344
H -1.323 4.496 0.238
H -2.694 3.597 2.817
H -2.597 5.265 2.216
H -1.126 4.415 2.743
C 0.828 -3.180 -1.133
N 1.215 -4.571 -1.052
C 2.510 -4.680 -0.349
N 2.399 -4.119 1.010
C 2.019 -2.726 0.929
N 0.683 -2.571 0.235
C -0.317 -3.381 1.016
N 0.070 -4.771 1.089
C 0.200 -5.315 -0.278
C 1.380 -4.869 1.765
H -0.116 -3.109 -1.661
H 1.581 -2.618 -1.683
H 3.275 -4.135 -0.904
H 2.794 -5.729 -0.283
H 2.769 -2.188 0.363
H 1.945 -2.312 1.923
H -1.289 -3.304 0.537
H -0.383 -2.970 2.019
H -0.764 -5.252 -0.789
H 0.498 -6.360 -0.215
H 1.673 -5.915 1.830
H 1.301 -4.456 2.771
*
```

**E_HOMO**: -11.185 eV
**Energy above the lowest of the compared OMol25 structures with the same formula, charge and spin**: 3.756 eV
**Gap between HOMO and LUMO**: 0.22652 hartree

***

- Number 1 is which compound?
  C4H6